[1]
47
Properties=species:S:1:pos:R:3:nbo_charge:R:1 method="wB97M-V/def2-TZVPD" e_homo_ev=-8.205 total_energy_ha=-1785.66607 multiplicity=1 homo_lumo_gap_ev=7.42
H 4.679 0.178 -0.935 0.4216
H -7.893 -2.280 1.072 0.2173
C 4.422 -2.261 -0.088 0.3695
C -3.559 0.487 0.567 -0.2270
C 3.087 -1.620 0.223 -0.2340
C 0.359 2.657 -0.849 0.6825
O 4.008 2.540 0.982 -0.5259
H -7.239 -0.556 1.463 0.1974
C -3.000 0.423 -0.583 -0.0295
C 2.768 -0.390 -0.262 0.6529
C -4.652 -0.282 0.620 -0.2689
H 3.926 -5.169 1.568 0.2356
O 0.949 3.900 2.335 -0.5674
C 3.342 2.794 -0.080 0.6818
C 2.451 -3.540 1.098 -0.2612
N 3.707 0.537 -1.040 -0.5134
O -6.291 -1.446 -0.123 -0.4700
C -0.858 1.819 -0.427 -0.1579
H -3.171 -0.027 -2.725 0.1862
H -5.205 0.003 1.691 0.1848
C -3.571 -0.170 -1.879 -0.1475
H -3.091 0.992 1.340 0.2286
H -6.294 -2.056 1.918 0.2019
C -5.245 -0.869 -0.264 0.2734
H 2.394 2.072 -1.648 0.3798
H 5.713 -3.839 0.066 0.2217
C 4.726 -3.390 0.393 -0.3180
O 1.710 0.421 0.020 -0.7049
O 5.408 -1.482 -0.654 -0.6963
C -4.770 -0.843 -1.605 -0.2052
O 0.693 2.447 -2.170 -0.6453
H 1.098 -1.786 0.952 0.2580
H 2.537 4.586 0.439 0.2215
H 1.644 -4.189 1.634 0.2208
C -7.039 -1.552 1.244 -0.2586
C 2.220 -2.403 0.795 -0.1266
S -0.900 2.553 1.312 0.3110
H 6.302 -1.725 -0.608 0.5023
N 0.967 3.264 0.181 -0.4443
H -5.171 -1.483 -2.291 0.2076
C 2.323 3.891 -0.114 -0.2992
C -1.796 1.330 -1.176 -0.1285
H 2.224 4.375 -1.077 0.2359
C 0.559 3.195 1.380 0.4254
N 3.303 2.028 -1.473 -0.4046
C 3.674 -4.211 0.846 -0.1057
H -1.449 1.079 -2.068 0.2226



[2]
78
Properties=species:S:1:pos:R:3:lowdin_charge:R:1 method="wB97M-V/def2-TZVPD" e_homo_ev=-8.019 total_energy_ha=-3430.39253 multiplicity=1 homo_lumo_gap_ev=6.96 relative_energy_kcal_mol=64.6
H 4.751 2.583 -4.669 0.0792
H 2.507 3.920 -0.933 0.1203
H -0.568 3.004 -3.838 0.1130
C 0.871 3.621 -2.389 -0.2554
O -6.000 0.958 1.798 0.0803
O -1.845 1.777 -2.238 0.0292
H 1.115 -1.228 1.243 0.0966
H 4.061 1.459 1.379 0.0871
H -0.865 -3.041 -4.921 0.0707
C 2.998 -0.728 0.417 -0.1732
C -4.015 -2.636 -2.673 -0.1541
C 1.484 2.657 -4.413 -0.0320
N 3.839 2.217 -4.808 0.1119
O -1.654 4.419 -2.081 -0.2100
C -1.714 -2.979 -4.290 -0.0508
N -0.926 1.187 1.279 -0.0379
H 1.379 2.275 -5.434 0.1299
C -0.660 2.396 0.891 -0.6165
C -0.805 1.086 2.670 -0.2085
H 5.861 -0.812 1.110 0.0696
N -1.856 1.811 -1.047 -0.0632
H 1.953 -1.059 2.929 0.0445
C -3.437 -1.892 4.786 0.0556
O -5.143 -1.066 6.311 0.0465
C -5.176 0.132 1.539 -0.6221
H 5.500 -1.064 2.804 0.0870
C -0.441 2.227 3.302 -0.3549
C 3.792 0.794 2.208 -0.0385
C -2.771 -2.314 -2.055 -0.1920
H 3.654 2.057 -5.800 0.1009
H -4.716 -1.764 6.896 0.1415
C 3.719 -0.408 -0.753 -0.0481
C 2.911 -1.407 2.791 -0.0537
C 1.965 -1.192 -2.118 -0.4875
O -4.556 -0.051 0.418 -0.2634
C -1.657 -2.431 -2.960 -0.2791
H 4.448 0.791 3.099 0.0923
C -2.971 -3.409 -4.694 -0.1025
S -0.508 4.150 -1.387 0.6935
H 3.491 -1.177 3.659 0.0804
H -4.939 -2.505 -2.134 0.0811
N -0.127 -1.616 -1.203 -0.0298
H 2.879 1.218 2.611 0.0728
La -2.379 -0.993 0.227 2.0819
C 3.161 3.240 -2.751 -0.0333
S 1.080 -1.738 -3.466 1.0970
O -0.972 -3.256 3.923 0.0531
C -4.608 -1.218 5.051 -0.2786
H 2.902 -2.500 2.668 0.1187
O 0.030 5.003 -0.374 -0.3081
H -6.115 0.154 4.142 0.1327
H -0.222 2.387 4.352 0.0791
H -5.079 -3.537 -4.275 0.1081
S -0.312 3.512 2.155 1.1108
C -2.983 -2.028 3.480 -0.1892
N -1.014 2.726 -0.421 -0.1254
C 0.489 3.028 -3.603 -0.0588
C -4.689 -0.747 2.744 -0.1653
H -0.902 0.058 3.026 0.0986
C 3.270 -0.702 -2.005 -0.0884
N -3.637 -1.483 2.479 0.0236
C 3.707 -0.658 1.757 -0.5734
C 5.123 -1.237 1.784 -0.0514
H -2.945 -2.408 5.630 0.1402
H 4.785 -0.038 -0.605 0.1322
H -3.017 -3.934 -5.644 0.1005
H 4.149 3.437 -2.429 0.1129
C -0.381 -1.957 -2.429 -0.4812
C -4.094 -3.225 -3.903 -0.1155
C 1.137 -1.234 -0.970 -0.3156
H 3.916 -0.470 -2.842 0.1052
O -1.153 -2.103 1.960 -0.2854
C -1.573 -2.526 3.129 -0.5723
C 2.187 3.643 -1.914 -0.0461
C -5.299 -0.549 4.009 0.1089
C 1.678 -1.085 0.312 0.0456
H 5.123 -2.315 1.524 0.1024
C 2.810 2.791 -4.025 -0.2746